C37H75B3O17 | ωB97M-V/def2-TZVPD

The SMILES is CC(=O)OCCCB1OBOB(CCc2ccccc2)O1.COCCOCCOC.COCCOCCOC.COCCOCCOC.COCCOCCOC.

Each line ends with the Mulliken charge.
Positions of all 132 atoms, in Å:
C1 7.3040 -1.0606 2.2598  -0.695
C2 6.4235 -0.7756 0.8704  0.529
O1 6.1400 -1.8519 0.1312  -0.552
O2 6.0024 0.6089 0.6052  -0.231
C3 6.2874 1.0266 -0.7766  -0.425
C4 5.0259 1.9949 -1.2434  -0.478
C5 4.8528 3.3415 -0.2920  -0.457
B1 3.2309 3.6021 -0.1357  0.459
O3 2.5565 4.7596 -0.7636  -0.416
B2 1.2745 4.1682 -1.2872  0.416
O4 0.2640 3.8469 -0.2275  -0.341
B3 1.0283 3.1676 0.8561  0.452
C6 0.4291 2.8969 2.3797  -0.551
C7 -1.0017 2.0983 2.4117  -0.412
C8 -1.2498 1.0599 1.1678  0.638
C9 -0.2954 -0.2009 0.7360  -0.406
C10 -0.7234 -1.1368 -0.5531  -0.468
C11 -2.1027 -0.8980 -1.4174  -0.342
C12 -3.0920 0.3370 -0.9883  -0.256
C13 -2.6421 1.2866 0.2717  -0.483
O5 2.4132 2.6284 0.6138  -0.312
H1 8.0547 -1.9582 2.1377  0.197
H2 6.5102 -1.3810 3.0845  0.302
H3 7.7977 -0.0715 2.6495  0.267
H4 6.3134 0.1323 -1.5562  0.313
H5 7.3037 1.6035 -0.9157  0.249
H6 4.0460 1.3367 -1.0923  0.180
H7 5.1198 2.2402 -2.3869  0.337
H8 5.3646 4.2976 -0.7506  0.183
H9 5.2905 3.1827 0.7859  0.228
H10 1.1319 3.9635 -2.4353  -0.085
H11 0.2392 3.9604 2.8814  0.257
H12 1.2077 2.2894 3.0460  0.191
H13 -1.1769 1.5559 3.4579  0.122
H14 -1.8516 2.9343 2.3617  0.292
H15 0.6967 -0.3668 1.3703  0.290
H16 0.0043 -2.0097 -0.8417  0.278
H17 -2.4234 -1.5846 -2.3158  0.293
H18 -4.1096 0.5923 -1.5287  0.296
H19 -3.3733 2.1793 0.5639  0.188
C14 -7.7399 4.6504 -4.3390  -0.788
O6 -7.4125 5.2775 -3.1081  -0.285
C15 -8.0469 4.6873 -1.9762  -0.520
C16 -7.0588 4.4996 -0.8161  -0.292
O7 -6.0219 3.5343 -1.0268  -0.417
C17 -5.0621 3.8200 -2.0530  -0.205
C18 -4.1416 5.0188 -1.7947  -0.400
O8 -4.8626 6.2451 -1.8003  -0.310
C19 -4.5819 7.0791 -0.6860  -0.836
H20 -8.6622 5.0841 -4.7390  0.293
H21 -6.9238 4.8408 -5.0410  0.240
H22 -7.8454 3.5654 -4.2318  0.349
H23 -8.5038 3.7173 -2.2237  0.330
H24 -8.8427 5.3704 -1.6590  0.395
H25 -7.6297 4.1293 0.0432  0.426
H26 -6.6358 5.4500 -0.4953  0.069
H27 -5.5503 3.8850 -3.0244  0.044
H28 -4.4256 2.9289 -2.1092  0.337
H29 -3.4037 5.0782 -2.6006  0.406
H30 -3.6043 4.8686 -0.8500  0.230
H31 -4.4371 6.4990 0.2325  0.382
H32 -5.4340 7.7443 -0.5343  0.242
H33 -3.6951 7.6818 -0.8929  0.296
C20 9.4238 -1.8881 -1.1006  -0.839
O9 10.6995 -2.4238 -0.7827  -0.316
C21 10.8158 -2.8685 0.5666  -0.217
C22 11.5005 -4.2405 0.6462  -0.356
O10 10.7614 -5.3414 0.1051  -0.474
C23 10.5142 -5.3312 -1.3073  -0.209
C24 11.7480 -5.4848 -2.2047  -0.522
O11 12.6101 -4.3572 -2.1095  -0.287
C25 13.9733 -4.6951 -1.9003  -0.841
H34 9.3957 -0.8253 -0.8395  0.313
H35 9.2737 -1.9937 -2.1783  0.325
H36 8.6150 -2.4255 -0.5939  0.388
H37 9.8360 -2.9230 1.0645  -0.004
H38 11.4301 -2.1327 1.0976  0.422
H39 11.6373 -4.4767 1.7078  0.436
H40 12.5037 -4.2102 0.2243  0.075
H41 9.9169 -4.4634 -1.5837  -0.002
H42 9.8681 -6.1972 -1.4937  0.432
H43 11.4213 -5.5502 -3.2470  0.379
H44 12.2692 -6.4163 -1.9510  0.342
H45 14.0826 -5.5625 -1.2394  0.399
H46 14.4667 -3.8449 -1.4257  0.237
H47 14.4540 -4.8921 -2.8607  0.295
C26 -3.1783 -1.0833 4.8293  -0.912
O12 -3.2524 0.0471 5.6850  -0.237
C27 -4.5676 0.3219 6.1610  -0.568
C28 -4.5652 0.6284 7.6655  -0.278
O13 -4.2341 -0.4667 8.5270  -0.468
C29 -2.9026 -0.9908 8.4350  -0.249
C30 -1.7801 -0.0536 8.8964  -0.517
O14 -1.6489 1.0717 8.0361  -0.249
C31 -1.5904 2.3132 8.7227  -0.881
H48 -3.3935 -0.7799 3.7996  0.297
H49 -2.1594 -1.4763 4.8786  0.224
H50 -3.8619 -1.8801 5.1415  0.478
H51 -5.2567 -0.5128 5.9622  0.373
H52 -4.9301 1.2025 5.6189  0.364
H53 -5.5858 0.9169 7.9422  0.425
H54 -3.9469 1.4947 7.8947  0.052
H55 -2.7165 -1.3866 7.4375  0.047
H56 -2.8893 -1.8636 9.0987  0.426
H57 -0.8301 -0.5954 8.8611  0.371
H58 -1.9623 0.2491 9.9351  0.347
H59 -2.2519 2.3288 9.5963  0.416
H60 -1.9173 3.0978 8.0378  0.239
H61 -0.5616 2.5158 9.0274  0.290
C32 -8.0175 -3.0197 -3.0195  -0.819
O15 -7.3869 -2.7924 -4.2710  -0.296
C33 -6.3565 -1.8086 -4.2247  -0.418
C34 -5.1054 -2.2728 -4.9842  -0.333
O16 -4.3958 -3.3749 -4.4071  -0.446
C35 -5.0740 -4.6375 -4.3631  -0.274
C36 -5.3548 -5.2951 -5.7195  -0.518
O17 -6.2978 -4.5489 -6.4795  -0.292
C37 -5.8924 -4.3098 -7.8191  -0.838
H62 -8.8309 -2.3001 -2.8813  0.291
H63 -8.4348 -4.0301 -3.0318  0.244
H64 -7.3096 -2.9581 -2.1859  0.381
H65 -6.0795 -1.5556 -3.1902  0.283
H66 -6.7499 -0.9057 -4.7050  0.393
H67 -4.3947 -1.4384 -4.9846  0.486
H68 -5.3250 -2.4673 -6.0326  -0.003
H69 -5.9732 -4.5663 -3.7527  0.078
H70 -4.4031 -5.3066 -3.8113  0.431
H71 -5.7919 -6.2837 -5.5496  0.382
H72 -4.4106 -5.4278 -6.2623  0.340
H73 -4.8149 -4.1234 -7.8930  0.396
H74 -6.4141 -3.4216 -8.1803  0.238
H75 -6.1696 -5.1614 -8.4439  0.296



C2H5ClO4 | ωB97M-V/def2-TZVPD

The SMILES is OC(O)C(O)(O)Cl. As for the relative energy (zero: lowest compared OMol25 entry of this formula, charge and spin): 0.0 kcal per mole.

Each line ends with the Mulliken charge.
Positions of all 12 atoms, in Å:
C1 0.4080 -0.7392 -0.2768  -0.165
C2 -0.0493 0.6473 0.2118  0.517
O1 0.8321 -1.5578 0.7294  -0.476
O2 -0.6444 -1.2602 -1.0392  -0.570
O3 -0.7247 1.3615 -0.6825  -0.495
O4 0.7893 1.3219 0.9664  -0.411
Cl1 -1.6146 -0.0517 1.5522  -0.389
H1 1.2465 -0.6011 -0.9731  0.358
H2 0.1972 -1.4861 1.4643  0.425
H3 -1.3540 -1.5206 -0.4272  0.425
H4 -1.1741 0.7488 -1.2961  0.407
H5 0.4967 2.2438 1.0435  0.375



C3H8O | ωB97M-V/def2-TZVPD

The SMILES is [H][H].CCC=O. As for the relative energy (zero: lowest compared OMol25 entry of this formula, charge and spin): 27.8 kcal per mole.

Each line ends with the Mulliken charge.
Positions of all 12 atoms, in Å:
C1 1.4077 0.5326 0.2136  -1.098
C2 0.1879 0.1896 -0.6410  -0.161
C3 -0.3606 -1.1882 -0.3584  -0.019
O1 -1.5316 -1.4843 -0.3841  -0.469
H1 2.1330 -0.2897 0.2143  0.322
H2 1.1249 0.7299 1.2526  0.303
H3 1.9172 1.4208 -0.1705  0.301
H4 -2.5387 0.7878 1.4070  0.189
H5 -0.6201 0.9188 -0.5264  0.262
H6 0.4086 -1.9633 -0.1392  0.307
H7 0.4695 0.1884 -1.7043  0.264
H8 -2.4972 0.2132 0.9349  -0.202



LUMO? In order: 0.38, 0.39, 0.99 eV.
Orbital gap? In order: 0.317, 0.404, 0.401 hartree.